*one*
# H3PS

One molecule with the formula H3PS (ωB97M-V with the def2-TZVPD basis set, the OMol25 dataset).

The geometry in XYZ format:
```
5
H3PS (ωB97M-V with the def2-TZVPD basis set)
P -0.512 -0.461 0.100
S 0.991 0.931 0.541
H 0.279 -1.636 -0.778
H -0.801 -0.180 -1.154
H 0.042 1.346 1.291
```

As for the HOMO energy: -9.52 eV. The multiplicity is 1. Its SMILES is PS. The LUMO energy is 0.71 eV. The orbital gap is 10.229 eV.

***

*two*
# H3PS

One molecule with the formula H3PS (ωB97M-V with the def2-TZVPD basis set, the OMol25 dataset).

The geometry in XYZ format:
```
5
H3PS (ωB97M-V with the def2-TZVPD basis set)
P 0.058 0.026 -0.063
S 0.953 1.037 1.402
H -0.584 0.746 -1.027
H 0.580 -1.089 -0.690
H -1.007 -0.720 0.378
```

As for the HOMO energy: -8.98 eV. The multiplicity is 1. Its SMILES is [PH3]=S. The LUMO energy is 0.65 eV. The orbital gap is 9.626 eV.

***

Relative to the most stable structure, the computed energies are *one* 13.2; *two* 0.0, all in kcal/mol.

***

*one*
# C3H2N2O

One molecule with the formula C3H2N2O (ωB97M-V with the def2-TZVPD basis set, the OMol25 dataset).

The geometry in XYZ format:
```
8
C3H2N2O (ωB97M-V with the def2-TZVPD basis set)
C 0.024 -2.193 0.568
C 0.099 0.083 -0.277
C 0.813 -4.587 0.805
N 0.492 -3.440 0.582
N 0.280 -1.120 0.012
O 1.054 -5.678 1.037
H -0.226 0.466 -1.316
H 0.463 0.746 0.578
```

As for the HOMO energy (spin up / spin down): -7.63 / -7.63 eV. The multiplicity is 1. The LUMO energy (spin up / spin down) is 0.28 / 0.28 eV. The orbital gap (spin up / spin down) is 7.914 / 7.915 eV.

***

*two*
# C3H2N2O

One molecule with the formula C3H2N2O (ωB97M-V with the def2-TZVPD basis set, the OMol25 dataset).

The geometry in XYZ format:
```
8
C3H2N2O (ωB97M-V with the def2-TZVPD basis set)
N -0.443 2.488 -0.180
C -0.197 1.348 0.084
C -0.481 -0.191 0.109
O -1.020 -0.785 -1.034
C 0.792 -1.034 0.596
N 1.807 -1.568 0.828
H -1.320 -0.300 0.939
H -0.752 -0.604 -1.935
```

As for the HOMO energy: -12.30 eV. The multiplicity is 1. Its SMILES is N#CC(O)C#N. The LUMO energy is 0.21 eV. The orbital gap is 12.517 eV.

***

*three*
# C3H2N2O

C3H2N2O as an isolated structure (ωB97M-V with the def2-TZVPD basis set, the OMol25 dataset).

The geometry in XYZ format:
```
8
C3H2N2O (ωB97M-V with the def2-TZVPD basis set)
C 0.050 -0.986 -1.280
C 0.635 -0.838 -0.133
C -0.586 0.329 -0.593
N -0.095 0.717 0.776
N 0.778 -0.138 1.038
O 1.572 -0.311 2.048
H -0.633 1.231 -1.302
H -1.721 -0.004 -0.555
```

As for the HOMO energy: -10.95 eV. The multiplicity is 1. The LUMO energy is -0.73 eV. The orbital gap is 10.228 eV.

***

Relative to the most stable structure, the computed energies are *one* 23.9; *two* 0.0; *three* 149.0, all in kcal/mol.

***

*one*
# C4H13N2O

A 2-piece molecular cluster, C4H13N2O overall (ωB97M-V with the def2-TZVPD basis set, the OMol25 dataset).

The geometry in XYZ format:
```
20
C4H13N2O (ωB97M-V with the def2-TZVPD basis set)
C -2.725 -0.949 0.584
C -1.812 -1.281 -0.598
C -0.325 -0.937 -0.429
C 0.012 0.105 0.464
N 0.722 1.296 -0.028
N 0.401 -0.995 -1.696
H -2.248 -1.189 1.535
H -3.067 0.080 0.514
H -3.507 -1.711 0.575
H -1.939 -2.350 -0.813
H -2.095 -0.711 -1.506
H -0.415 0.224 1.444
H 0.250 2.208 0.168
H 0.817 1.313 -1.036
H 1.619 1.496 0.450
H 0.212 -0.179 -2.257
H 0.504 -1.926 -2.015
H 3.721 2.577 1.280
H 3.115 1.723 2.379
O 3.062 1.884 1.412
```

As for the HOMO energy (spin up / spin down): -3.88 / -6.74 eV. The multiplicity is 2. The LUMO energy (spin up / spin down) is 0.21 / 0.10 eV. Its expectation value of S² is 0.7568. The orbital gap (spin up / spin down) is 4.089 / 6.841 eV.

***

*two*
# C4H13N2O

A 2-piece molecular cluster, C4H13N2O overall (ωB97M-V with the def2-TZVPD basis set, the OMol25 dataset).

The geometry in XYZ format:
```
20
C4H13N2O (ωB97M-V with the def2-TZVPD basis set)
C -2.595 0.769 0.385
C -1.740 1.116 -0.826
C -0.264 1.363 -0.517
N 0.424 0.093 -0.399
C 1.631 -0.185 -0.999
N 2.414 -1.270 -0.621
H -2.331 -0.189 0.846
H -2.601 1.523 1.167
H -3.631 0.631 0.065
H -1.786 0.349 -1.594
H -2.205 2.032 -1.211
H 0.226 1.869 -1.346
H -0.185 1.889 0.442
H 0.272 -0.494 0.409
H 2.051 0.578 -1.647
H 3.171 -1.540 -1.201
H 2.522 -1.539 0.350
H 0.821 -1.566 2.972
H -0.531 -2.019 2.396
O 0.264 -1.502 2.166
```

As for the HOMO energy (spin up / spin down): -4.35 / -8.40 eV. The multiplicity is 2. The LUMO energy (spin up / spin down) is 0.52 / 0.49 eV. Its expectation value of S² is 0.7533. The orbital gap (spin up / spin down) is 4.870 / 8.898 eV.

***

Relative to the most stable structure, the computed energies are *one* 60.3; *two* 0.0, all in kcal/mol.

***

*one*
# C5H9Cl2NS

One molecule with the formula C5H9Cl2NS (ωB97M-V with the def2-TZVPD basis set, the OMol25 dataset).

The geometry in XYZ format:
```
18
C5H9Cl2NS (ωB97M-V with the def2-TZVPD basis set)
C 2.046 1.879 -0.543
C 1.614 0.993 0.260
C 1.822 -0.602 -0.028
Cl 2.407 -0.774 -1.660
Cl 3.200 -1.234 0.977
N 0.724 -1.334 0.375
C -0.582 -1.230 -0.264
C -1.777 -0.697 0.612
S -3.256 -0.760 -0.433
H 1.767 2.946 -0.487
H 2.643 1.521 -1.429
H 1.082 1.137 1.136
H 0.914 -2.287 0.414
H -0.648 -0.725 -1.226
H -0.843 -2.208 -0.620
H -2.027 -1.208 1.519
H -1.653 0.340 0.881
H -4.146 -1.480 0.373
```

As for the HOMO energy: -9.29 eV. The multiplicity is 1. Its SMILES is C=CC(Cl)(Cl)NCCS. The LUMO energy is 0.73 eV. The orbital gap is 10.016 eV.

***

*two*
# C5H9Cl2NS

A 2-piece molecular cluster, C5H9Cl2NS overall (ωB97M-V with the def2-TZVPD basis set, the OMol25 dataset).

The geometry in XYZ format:
```
18
C5H9Cl2NS (ωB97M-V with the def2-TZVPD basis set)
C 1.009 -2.337 0.884
N 0.247 -1.716 0.111
C -0.949 -1.113 0.661
C -0.977 0.405 0.405
Cl 0.163 1.219 1.423
C -1.658 0.979 -0.542
C -1.426 2.401 -0.957
H 0.736 -2.618 1.935
H 1.883 -2.849 0.466
H -1.605 -1.451 -0.139
H -1.096 -1.299 1.742
H -2.371 0.403 -0.991
H -0.333 2.554 -1.350
H -2.151 2.705 -1.662
H -1.531 2.995 -0.090
S 2.705 -0.282 -0.126
Cl 4.644 0.482 -0.298
H 2.708 -0.481 -1.472
```

As for the HOMO energy: -9.04 eV. The multiplicity is 1. Its SMILES is C=NC/C(Cl)=C/C.SCl. The LUMO energy is 0.27 eV. The orbital gap is 9.308 eV.

***

Relative to the most stable structure, the computed energies are *one* 0.0; *two* 15.9, all in kcal/mol.